{
  "formula": "C18H5Cl56N2O4PS",
  "method": "ωB97M-V/def2-TZVPD",
  "homo_lumo_gap_ev": 9.128,
  "e_tot_ev": -751291.433,
  "lumo_energy_ha": -0.003,
  "homo_ev": -9.22,
  "symbols": ["N", "P", "O", "C", "O", "C", "O", "O", "C", "N", "C", "S", "H", "H", "H", "H", "H", "C", "Cl", "Cl", "Cl", "Cl", "C", "Cl", "Cl", "Cl", "Cl", "C", "Cl", "Cl", "Cl", "Cl", "C", "Cl", "Cl", "Cl", "Cl", "C", "Cl", "Cl", "Cl", "Cl", "C", "Cl", "Cl", "Cl", "Cl", "C", "Cl", "Cl", "Cl", "Cl", "C", "Cl", "Cl", "Cl", "Cl", "C", "Cl", "Cl", "Cl", "Cl", "C", "Cl", "Cl", "Cl", "Cl", "C", "Cl", "Cl", "Cl", "Cl", "C", "Cl", "Cl", "Cl", "Cl", "C", "Cl", "Cl", "Cl", "Cl", "C", "Cl", "Cl", "Cl", "Cl"],
  "coordinates": [[2.460745, -3.526862, 1.237197], [2.438762, -2.560659, -0.190296], [1.640817, -1.186339, 0.237193], [4.203368, -1.988221, -0.363916], [4.487268, -0.593209, -0.179989], [5.862591, -0.621377, -0.431793], [6.733175, -0.260481, 0.260353], [5.940903, -1.239197, -1.672345], [4.990709, -2.295948, -1.661219], [4.253621, -2.243504, -2.956812], [4.996812, -2.583689, -3.862406], [5.994701, -3.128451, -4.963467], [3.317686, -3.399093, 1.773550], [2.446095, -4.509449, 0.990016], [0.719347, -1.244264, -0.027781], [4.818780, -2.488203, 0.410087], [5.412862, -3.304198, -1.599611], [-0.478688, 2.168321, 0.167565], [-1.216391, 0.535904, 0.234804], [-1.508326, 3.214655, -0.817419], [-0.299261, 2.866718, 1.780279], [1.122061, 2.053063, -0.563470], [-3.997511, 2.079671, 3.738183], [-3.200373, 1.491334, 2.272999], [-4.998253, 0.793461, 4.421724], [-2.767749, 2.566102, 4.916558], [-5.014802, 3.472506, 3.341173], [5.816326, 3.156717, 2.190994], [5.395137, 4.682781, 1.387103], [7.573930, 2.963606, 2.197497], [5.219100, 3.173825, 3.856597], [5.075718, 1.814833, 1.320350], [-6.708023, -2.472912, 3.047190], [-7.385753, -4.105363, 3.037410], [-7.718142, -1.407981, 2.060953], [-6.662057, -1.863804, 4.708765], [-5.067192, -2.508302, 2.387075], [-2.939655, -0.749265, -3.134475], [-2.473536, 0.511288, -4.281261], [-4.085717, -1.854118, -3.905687], [-1.499587, -1.653442, -2.636298], [-3.700033, -0.005038, -1.721959], [4.609612, 7.105701, 5.579769], [6.095836, 7.160378, 6.538110], [4.958582, 6.433335, 3.983935], [3.421698, 6.079301, 6.398056], [3.957536, 8.740752, 5.404744], [4.399467, -2.707942, 5.244442], [5.129694, -3.219405, 3.711226], [2.661808, -2.488716, 5.016688], [4.688322, -3.947665, 6.470268], [5.129559, -1.183618, 5.756264], [-10.692573, 0.629261, -0.640552], [-9.200344, 0.529307, 0.306601], [-10.416895, -0.070536, -2.239694], [-11.972957, -0.268784, 0.185539], [-11.171529, 2.323312, -0.806621], [10.091479, -2.541313, -3.847149], [11.768609, -2.052447, -3.564383], [10.004753, -4.304712, -3.977586], [9.080704, -1.997459, -2.504350], [9.514200, -1.813460, -5.349748], [11.704902, -1.247998, -9.214287], [12.614794, -2.125322, -10.451265], [9.973740, -1.539069, -9.438034], [12.189979, -1.810509, -7.611341], [12.033778, 0.483519, -9.356778], [-6.381203, 1.296595, 8.224694], [-8.097402, 1.709874, 8.128512], [-6.088067, -0.202455, 7.327654], [-5.419474, 2.604833, 7.527844], [-5.922382, 1.065141, 9.916245], [-8.671540, -2.145335, -5.180514], [-9.122316, -2.817398, -6.751666], [-9.562246, -2.987674, -3.906100], [-6.934858, -2.355229, -4.918943], [-9.061697, -0.417968, -5.142766], [-0.170335, 8.304540, 5.945580], [0.637238, 7.783267, 4.462529], [-1.043849, 6.935566, 6.647950], [1.021004, 8.899141, 7.113470], [-1.313979, 9.598909, 5.564635], [-10.729470, -5.439086, -9.512243], [-11.022630, -3.865843, -10.265646], [-8.999943, -5.804427, -9.567859], [-11.264810, -5.391094, -7.828369], [-11.626259, -6.688685, -10.384279]],
  "forces_ev_per_angstrom": [[1.2, 0.6, -0.5], [-1.5, -0.9, -0.9], [1.2, -0.2, 0.3], [0.5, 0.4, 0.6], [0.8, 0.1, 0.9], [-2.0, -0.4, -1.3], [0.6, 0.2, -0.2], [1.3, -0.7, 0.8], [-1.3, 0.3, -0.5], [0.9, -0.1, 0.3], [0.2, -0.5, -0.8], [-0.9, 0.6, 0.7], [-0.4, 0.1, 0.4], [-0.3, 0.0, -0.1], [-0.1, 0.0, -0.1], [-0.5, -0.3, 0.0], [0.5, 0.3, 0.1], [0.3, 0.1, 0.0], [0.5, 0.4, 0.1], [0.0, -0.1, 0.1], [0.1, -0.1, -0.1], [-0.1, -0.1, -0.1], [-0.1, 0.0, 0.0], [-0.5, 0.0, 0.3], [0.2, 0.3, -0.3], [0.0, 0.0, 0.0], [0.0, 0.0, 0.0], [-0.1, -0.1, 0.0], [0.0, -0.1, -0.1], [-0.1, 0.0, 0.0], [0.0, -0.2, -0.1], [-0.2, 0.5, 0.3], [0.1, 0.0, -0.1], [0.0, 0.1, 0.0], [0.1, -0.3, 0.2], [-0.2, -0.3, -0.1], [-0.1, 0.0, 0.0], [0.0, 0.1, 0.0], [0.0, -0.1, 0.1], [0.3, 0.1, 0.1], [0.0, 0.0, 0.0], [-0.2, -0.1, -0.2], [0.0, 0.0, -0.1], [-0.1, 0.0, 0.0], [-0.1, 0.3, 0.2], [0.0, 0.0, 0.0], [0.2, -0.1, 0.0], [-0.1, 0.1, 0.1], [0.1, 0.0, 0.0], [0.1, 0.0, 0.0], [0.0, 0.0, -0.1], [0.0, -0.1, -0.1], [-0.1, 0.0, 0.0], [-0.1, 0.2, -0.2], [0.0, 0.1, 0.2], [0.1, 0.0, 0.0], [0.0, -0.1, 0.0], [-0.1, 0.0, 0.0], [0.0, 0.0, 0.0], [0.0, 0.1, 0.0], [0.0, 0.0, -0.1], [0.0, 0.0, 0.1], [0.0, 0.0, 0.0], [0.0, 0.0, 0.0], [0.0, 0.0, 0.0], [0.1, 0.0, -0.1], [0.0, -0.1, 0.0], [0.0, 0.1, 0.0], [0.1, 0.0, 0.0], [0.0, 0.0, 0.4], [0.0, -0.1, 0.0], [0.0, 0.0, -0.1], [0.0, -0.1, -0.1], [0.0, 0.1, 0.1], [0.0, 0.0, -0.1], [-0.3, 0.0, -0.1], [0.1, -0.1, -0.1], [0.0, 0.0, 0.0], [0.0, 0.0, 0.1], [0.0, 0.0, 0.0], [-0.2, 0.0, -0.1], [0.0, 0.0, 0.0], [0.0, 0.0, 0.0], [0.0, 0.0, 0.0], [-0.1, 0.0, 0.0], [0.0, -0.1, -0.1], [0.0, 0.1, 0.0]]
}